(1)
{
  "formula": "C3H6FNS",
  "method": "wB97M-V/def2-TZVPD",
  "energy_ev": -18247.4828,
  "species": ["C", "C", "C", "N", "F", "S", "H", "H", "H", "H", "H", "H"],
  "xyz": [[-0.476266, -0.248636, -1.141704], [0.082315, -0.756938, 0.921192], [-1.167170, -0.414144, 0.184401], [0.947388, 0.170750, 0.146862], [-2.263163, -1.263041, 0.164427], [2.617907, -0.200712, -0.070085], [-0.094877, -1.076454, -1.606426], [-0.623404, 0.723294, -1.573523], [0.204113, -0.445376, 1.915775], [0.436305, -1.813775, 0.776225], [-1.609509, 0.602506, 0.322152], [2.942417, 0.935430, -0.522866]],
  "forces_ev_per_a": [[2.29, 2.82, 3.27], [1.97, -0.58, -0.09], [-1.11, 1.28, -1.49], [-2.40, -0.11, -2.52], [0.43, -0.48, 0.31], [-1.61, -2.62, 0.78], [0.62, -1.87, -1.58], [-0.11, -0.26, -1.00], [-0.33, -0.19, 1.82], [-0.85, 0.59, 0.19], [0.60, -0.79, 1.02], [0.52, 2.21, -0.71]],
  "mulliken_charge": [-0.54, -0.56, 0.24, -0.31, -0.33, -0.14, 0.35, 0.27, 0.35, 0.31, 0.22, 0.13]
}


(2)
{
  "formula": "BrH3O3Si",
  "method": "wB97M-V/def2-TZVPD",
  "smiles": "O[Si](O)(O)Br",
  "energy_ev": -84114.8042,
  "species": ["O", "O", "O", "Si", "Br", "H", "H", "H"],
  "xyz": [[-1.126948, 1.354874, 0.259856], [0.644636, -0.356986, -1.383232], [1.205161, 0.133161, 1.274947], [0.135837, -0.286412, 0.140555], [-0.649465, -2.326227, 0.686838], [-1.959403, 0.873579, -0.032728], [0.266147, -0.351644, -2.266869], [1.484035, 0.959655, 1.320633]],
  "forces_ev_per_a": [[1.03, -5.04, -0.88], [0.52, 0.03, 0.11], [-1.80, -6.26, -0.78], [-2.70, 2.96, 0.25], [0.14, 1.10, -0.14], [1.09, 1.21, 0.52], [-0.20, 0.05, 0.56], [1.93, 5.95, 0.37]],
  "mulliken_charge": [-0.62, -0.45, -0.38, 0.75, -0.20, 0.27, 0.36, 0.29]
}


(3)
{
  "formula": "C6H12O",
  "method": "wB97M-V/def2-TZVPD",
  "smiles": "CCOCC1CC1",
  "energy_ev": -8462.1056,
  "species": ["C", "C", "O", "C", "C", "C", "C", "H", "H", "H", "H", "H", "H", "H", "H", "H", "H", "H", "H"],
  "xyz": [[2.299117, 0.471799, 0.281573], [1.331923, 0.187006, -0.856419], [0.500609, -0.975029, -0.663244], [-0.268121, -1.327828, 0.491673], [-1.495412, -0.449764, 0.662903], [-2.081913, 0.035948, -0.630760], [-1.307913, 0.972697, 0.252850], [3.206950, 0.957819, -0.094857], [1.871730, 1.114782, 1.063128], [2.573489, -0.486310, 0.725489], [1.839118, -0.076719, -1.782678], [0.804518, 1.120126, -1.116418], [-0.613670, -2.355449, 0.291649], [0.329771, -1.378286, 1.417655], [-2.152703, -0.667949, 1.505288], [-1.584247, -0.342791, -1.521166], [-3.149645, 0.200727, -0.722849], [-0.312579, 1.199552, -0.055573], [-1.791028, 1.799672, 0.751764]],
  "forces_ev_per_a": [[0.01, -0.18, 0.05], [0.17, -0.18, -0.10], [-0.04, -0.02, -0.12], [-0.07, 0.11, 0.13], [0.03, 0.03, 0.05], [-0.20, 0.02, -0.16], [-0.06, 0.32, 0.12], [-0.20, -0.08, 0.06], [0.00, -0.22, -0.19], [0.20, 0.10, 0.11], [0.38, -0.11, 0.14], [-0.02, -0.56, -0.07], [0.30, 0.28, -0.06], [0.04, 0.27, -0.27], [0.17, -0.07, -0.23], [-0.19, 0.22, 0.13], [0.10, -0.11, 0.12], [-0.29, 0.37, 0.20], [-0.32, -0.18, 0.12]],
  "mulliken_charge": [-1.01, -0.29, -0.44, -0.58, -0.02, -0.43, -0.39, 0.39, 0.24, 0.28, 0.37, 0.33, 0.31, 0.31, 0.39, 0.18, 0.27, -0.23, 0.31]
}


(4)
{
  "formula": "C43H63IN7O3RbS",
  "method": "wB97M-V/def2-TZVPD",
  "energy_ev": -81780.9821,
  "charge": -2,
  "species": ["Rb", "C", "C", "C", "C", "C", "C", "C", "N", "C", "C", "C", "C", "C", "C", "O", "C", "C", "C", "C", "C", "C", "C", "C", "C", "O", "C", "C", "C", "C", "C", "C", "H", "H", "H", "H", "H", "H", "H", "H", "H", "H", "H", "H", "H", "H", "H", "H", "H", "H", "H", "H", "H", "H", "H", "H", "H", "H", "H", "H", "H", "H", "H", "H", "H", "H", "H", "H", "H", "H", "H", "H", "C", "C", "N", "N", "C", "N", "S", "C", "C", "C", "C", "C", "N", "H", "H", "H", "H", "H", "H", "H", "H", "H", "C", "N", "C", "C", "C", "N", "C", "C", "O", "H", "H", "H", "H", "H", "H", "H", "H", "H", "H", "H", "H", "I", "C", "H", "H"],
  "xyz": [[-0.633998, -0.008644, -0.013183], [-3.270335, -6.397328, -3.448603], [-2.919210, -6.766798, -2.005994], [-1.917939, -7.931105, -2.045565], [-4.202669, -7.256326, -1.321745], [-2.309179, -5.590125, -1.247922], [-1.829425, -4.463222, -1.888998], [-1.215558, -3.399767, -1.202209], [-0.774494, -2.246183, -1.784450], [-0.400178, -2.153182, -3.090786], [0.076575, -3.231497, -3.861553], [0.509968, -3.080807, -5.164497], [0.437578, -1.793944, -5.721219], [0.021306, -0.675817, -5.018089], [-0.370733, -0.802194, -3.640051], [-0.684328, 0.207648, -2.926815], [-0.039097, 0.702028, -5.684142], [-1.479240, 1.231708, -5.623559], [0.378621, 0.654100, -7.155099], [0.897942, 1.694182, -4.980981], [1.062891, -4.233529, -6.000476], [1.062949, -5.551500, -5.227142], [0.209739, -4.425143, -7.262841], [2.506406, -3.930242, -6.426390], [-1.132196, -3.434611, 0.253677], [-0.652677, -2.452787, 0.903113], [-1.586139, -4.636611, 0.899865], [-2.145023, -5.654808, 0.145540], [-1.441381, -4.759355, 2.418096], [0.040393, -4.626257, 2.803658], [-2.255922, -3.669352, 3.131332], [-1.933376, -6.110104, 2.941628], [-3.762444, -7.243125, -3.938472], [-2.381787, -6.149680, -4.031648], [-3.939892, -5.536282, -3.490497], [-2.338253, -8.794666, -2.572475], [-1.650704, -8.242368, -1.033561], [-1.000289, -7.627671, -2.553639], [-4.661072, -8.059340, -1.908709], [-4.925573, -6.444498, -1.220516], [-4.006899, -7.648312, -0.323212], [-1.960699, -4.347548, -2.955208], [0.140263, -4.193151, -3.373566], [0.747975, -1.666457, -6.751829], [-2.150554, 0.566121, -6.174470], [-1.533420, 2.225533, -6.081881], [-1.811516, 1.291041, -4.589247], [-0.257810, -0.009973, -7.746356], [1.413956, 0.325530, -7.275172], [0.297109, 1.659179, -7.579091], [0.599790, 1.836962, -3.946093], [0.878687, 2.663180, -5.492650], [1.929991, 1.333136, -4.995728], [0.055760, -5.834652, -4.914273], [1.678746, -5.490912, -4.328351], [1.460701, -6.351153, -5.859240], [-0.825118, -4.644157, -6.992099], [0.595192, -5.251150, -7.869857], [0.206646, -3.524371, -7.878295], [3.146691, -3.809374, -5.550423], [2.562073, -3.006012, -7.003055], [2.908521, -4.742595, -7.041504], [-2.482950, -6.546696, 0.659297], [0.433760, -3.671222, 2.464180], [0.620524, -5.431601, 2.343301], [0.155062, -4.703145, 3.890459], [-1.926403, -2.681497, 2.821362], [-2.140341, -3.764157, 4.216437], [-3.318510, -3.777774, 2.893502], [-1.381270, -6.945943, 2.503447], [-2.996582, -6.266153, 2.740621], [-1.788192, -6.144792, 4.025012], [3.953118, 1.352260, 2.959420], [2.928311, 1.042519, 1.901306], [1.689846, 1.430319, 1.963407], [1.408457, 2.226955, 3.041169], [0.132070, 2.397007, 3.361477], [0.020825, 3.275503, 4.441990], [-1.330673, 1.683502, 2.827548], [3.388601, 0.193461, 0.793657], [4.501393, -0.631453, 0.929811], [4.862766, -1.574134, -0.012500], [4.037300, -1.746600, -1.153899], [2.994133, -0.916468, -1.345202], [2.730689, 0.125713, -0.446488], [3.557074, 2.100685, 3.637502], [4.879417, 1.715481, 2.509093], [4.195761, 0.460746, 3.543659], [0.804599, 3.906623, 4.516189], [-0.898725, 3.663117, 4.563506], [5.065021, -0.556818, 1.848022], [5.719784, -2.211189, 0.155400], [4.200231, -2.540166, -1.869752], [2.299423, -0.971300, -2.172934], [-0.289851, 4.592161, 0.761178], [-1.664051, 4.549734, 0.301235], [-2.544725, 5.499479, 0.944312], [-3.891929, 5.537299, 0.257068], [-4.440002, 4.130468, 0.160709], [-3.481792, 3.279408, -0.508135], [-3.957014, 1.990831, -0.971130], [-2.131458, 3.374182, -0.243013], [-1.382926, 2.450782, -0.513193], [0.159394, 5.545540, 0.469128], [0.276433, 3.781985, 0.317083], [-0.242053, 4.482260, 1.847392], [-2.064539, 6.482683, 0.915844], [-2.665933, 5.235490, 2.006803], [-3.780857, 5.948603, -0.749772], [-4.580126, 6.177840, 0.812867], [-5.370448, 4.111859, -0.413700], [-4.674075, 3.743023, 1.164271], [-4.869306, 2.143810, -1.552617], [-4.179764, 1.313601, -0.138177], [-3.209898, 1.527441, -1.611046], [3.457308, 2.749898, -2.002528], [2.001989, 1.178166, -0.954343], [1.403709, 0.933865, -1.826977], [1.624549, 1.879054, -0.233448]],
  "forces_ev_per_a": [[0.00, -0.09, 0.15], [-0.01, 0.00, -0.06], [-0.04, 0.01, -0.02], [0.03, -0.01, 0.05], [-0.07, -0.02, 0.00], [0.11, 0.09, -0.07], [-0.09, -0.14, -0.07], [0.13, 0.34, -0.05], [-0.04, -0.35, -0.04], [-0.03, 0.11, 0.20], [0.04, -0.09, -0.12], [-0.04, 0.01, 0.04], [0.01, 0.12, 0.00], [0.03, -0.06, -0.17], [-0.01, 0.14, 0.17], [0.08, -0.15, -0.01], [0.04, -0.06, 0.03], [-0.02, 0.02, -0.07], [-0.01, 0.03, -0.11], [0.06, -0.01, 0.01], [0.00, 0.02, 0.03], [0.00, -0.06, 0.02], [-0.03, 0.01, 0.00], [0.03, 0.00, 0.00], [0.17, 0.17, 0.12], [-0.09, -0.61, 0.07], [-0.14, -0.19, -0.03], [0.05, 0.04, 0.13], [0.02, -0.01, -0.04], [0.00, -0.06, 0.03], [-0.04, -0.03, -0.04], [0.00, -0.07, 0.04], [0.00, 0.00, 0.00], [0.03, 0.00, 0.01], [-0.03, -0.01, 0.03], [-0.01, -0.02, -0.02], [0.00, 0.00, 0.00], [0.00, 0.02, 0.00], [-0.01, -0.01, 0.00], [0.01, 0.02, -0.04], [0.02, 0.01, 0.01], [0.00, 0.01, -0.03], [0.01, -0.02, 0.03], [0.00, -0.04, 0.01], [0.00, -0.01, 0.00], [-0.01, 0.02, 0.02], [0.01, 0.01, 0.02], [-0.03, 0.00, 0.03], [0.01, 0.01, 0.03], [0.00, 0.00, 0.00], [-0.04, 0.00, 0.03], [-0.03, 0.00, 0.02], [-0.01, -0.02, 0.00], [-0.02, 0.01, -0.03], [0.03, 0.02, -0.01], [0.00, -0.01, 0.00], [0.00, -0.02, 0.01], [0.00, -0.02, -0.01], [0.00, 0.01, 0.00], [-0.01, -0.01, 0.02], [-0.01, 0.01, -0.01], [0.01, -0.01, -0.01], [0.00, -0.02, -0.04], [-0.01, 0.02, 0.00], [0.00, 0.00, -0.01], [0.01, 0.02, 0.02], [0.03, 0.04, -0.02], [0.01, 0.02, 0.01], [0.01, 0.00, -0.01], [0.02, 0.02, 0.00], [-0.01, 0.03, 0.01], [-0.01, 0.00, 0.01], [0.13, 0.06, 0.11], [-0.12, -0.15, -0.34], [0.16, 0.07, 0.20], [-0.57, -0.02, -0.27], [0.47, -0.28, 0.24], [0.00, 0.04, -0.09], [0.19, 0.16, -0.02], [0.23, -0.05, 0.01], [-0.14, 0.13, 0.16], [0.03, -0.11, -0.11], [-0.02, -0.02, 0.02], [0.03, 0.16, 0.27], [-0.83, 0.12, -0.20], [-0.03, 0.00, -0.04], [-0.01, -0.02, -0.03], [-0.04, 0.01, 0.04], [-0.04, 0.06, 0.07], [-0.01, 0.02, -0.03], [0.01, -0.04, -0.01], [0.00, 0.00, -0.02], [0.04, -0.01, 0.03], [0.04, -0.07, -0.05], [0.05, 0.04, 0.01], [-0.12, 0.05, -0.11], [0.06, -0.04, 0.12], [-0.05, 0.10, -0.05], [-0.04, -0.13, 0.05], [-0.01, 0.12, -0.11], [-0.10, -0.03, -0.04], [0.21, -0.19, 0.32], [0.00, 0.59, -0.44], [0.00, 0.00, 0.02], [-0.04, -0.02, -0.03], [0.01, 0.01, 0.02], [-0.02, -0.01, -0.04], [-0.02, 0.00, -0.02], [0.01, 0.00, 0.01], [0.01, -0.01, 0.01], [0.02, 0.02, -0.01], [0.01, 0.02, 0.00], [-0.01, 0.00, 0.04], [0.02, -0.01, 0.00], [0.03, 0.01, 0.03], [0.13, 0.05, -0.02], [0.65, 0.34, -0.23], [-0.19, 0.02, 0.18], [-0.30, -0.20, 0.07]],
  "mulliken_charge": [1.02, -1.88, 2.12, -1.58, -1.89, -0.91, 0.50, -1.52, 0.66, -1.61, 0.30, -0.66, -0.05, -0.51, 0.71, -0.55, 2.67, -1.69, -2.41, -1.20, 2.01, -1.92, -1.75, -1.73, 0.60, -0.72, -0.56, 0.08, 2.50, -1.65, -1.67, -2.33, 0.47, 0.09, 0.39, 0.47, 0.30, 0.23, 0.48, 0.36, 0.35, 0.83, 0.90, 0.29, 0.35, 0.44, 0.11, 0.39, 0.39, 0.47, -0.06, 0.48, 0.27, 0.11, 0.37, 0.49, 0.29, 0.51, 0.29, 0.30, 0.30, 0.47, 0.33, 0.23, 0.31, 0.44, 0.30, 0.46, 0.27, 0.40, 0.37, 0.46, -1.66, 0.62, 0.69, -0.95, -0.01, -0.45, -0.37, 0.69, -0.44, -0.91, -0.57, -0.29, 0.96, 0.41, 0.36, 0.27, 0.26, 0.24, 0.33, 0.36, 0.49, 0.41, -0.73, 0.27, -0.55, -0.75, -0.60, 0.26, -0.81, -0.29, -0.27, 0.34, -0.16, 0.28, 0.35, 0.29, 0.28, 0.37, 0.34, 0.34, 0.33, 0.32, 0.06, -0.30, -2.18, 1.36, -0.08]
}


(5)
{
  "formula": "C2H3BiFO2",
  "method": "wB97M-V/def2-TZVPD",
  "energy_ev": -14731.5226,
  "charge": 3,
  "species": ["F", "H", "O", "C", "C", "O", "Bi", "H", "H"],
  "xyz": [[-1.485711, -1.283808, -0.572483], [-1.623349, -0.033180, -1.029149], [-0.406360, 0.599131, -0.906065], [0.165947, -0.474766, -0.397339], [0.635118, -0.184365, 1.032260], [0.800025, 0.982828, 1.330860], [0.316290, 2.583695, -0.141686], [0.731202, -1.172930, -1.029075], [0.866840, -1.016605, 1.712676]],
  "forces_ev_per_a": [[2.31, 3.72, -0.04], [0.41, -3.04, 0.74], [0.19, 2.76, -0.86], [-2.58, -1.84, -0.12], [-0.16, -2.27, -0.04], [0.25, 1.44, 0.19], [-0.44, -0.79, -0.13], [-0.04, -0.06, -0.06], [0.06, 0.09, 0.31]],
  "mulliken_charge": [-0.27, 0.58, -0.66, 0.52, 0.26, -0.38, 2.10, 0.37, 0.48]
}